Below is C4H7N in the gas phase, with properties calculated with the ωB97M-V functional and the def2-TZVPD basis.

XYZ file:
```
12
Properties=species:S:1:pos:R:3
C 0.983 -0.647 -1.270
C 0.103 -0.633 1.146
C -0.476 1.213 -0.412
C -0.217 -0.345 -0.301
N 1.863 -0.945 -1.921
H -0.835 -0.622 1.642
H 0.573 -1.658 1.261
H 0.708 0.165 1.558
H 0.482 1.625 -0.233
H -0.975 1.528 -1.293
H -1.077 1.272 0.496
H -1.132 -0.954 -0.674
```

Its energy above the lowest of the compared OMol25 structures with the same formula, charge and spin is 0.662 eV. The calculation puts the highest occupied orbital energy at -11.5 eV.

***

Below is a gas-phase ion, C4H7N2 (charge +1), with properties calculated with the ωB97M-V functional and the def2-TZVPD basis.

XYZ file:
```
13
Properties=species:S:1:pos:R:3
C -0.929 -1.147 0.513
C 0.016 0.633 -1.504
C 0.105 1.330 -0.221
C -0.087 -0.126 -0.151
N -0.528 -1.603 1.612
N 1.139 0.468 0.420
H -1.702 -1.402 -0.112
H -0.813 0.714 -2.218
H 0.885 0.382 -2.122
H -0.265 2.180 0.209
H -0.985 -2.201 2.262
H 1.963 0.349 -0.126
H 1.201 0.423 1.438
```

Its net charge is +1. Its energy above the lowest of the compared OMol25 structures with the same formula, charge and spin is 4.331 eV. The calculation puts the highest occupied orbital energy at -14.6 eV.

***

Below is a gas-phase ion, C4H7N2 (charge +1), with properties calculated with the ωB97M-V functional and the def2-TZVPD basis.

XYZ file:
```
13
Properties=species:S:1:pos:R:3
C 0.499 0.109 0.281
C -0.380 -0.091 -0.846
C -1.653 -0.651 -0.016
C 1.770 0.691 0.272
N -1.250 -0.691 1.262
N -0.073 -0.319 1.491
H -0.519 0.865 -1.374
H -0.206 -0.877 -1.621
H -2.398 0.124 0.029
H -2.256 -1.547 -0.289
H 1.736 1.728 -0.077
H 2.582 0.084 -0.378
H 2.149 0.575 1.267
```

Its net charge is +1. Its energy above the lowest of the compared OMol25 structures with the same formula, charge and spin is 4.799 eV. The calculation puts the highest occupied orbital energy at -15.6 eV.

***

Below is a gas-phase ion, C4H7N2 (charge +1), with properties calculated with the ωB97M-V functional and the def2-TZVPD basis.

XYZ file:
```
13
Properties=species:S:1:pos:R:3
C 1.151 1.201 0.006
C -0.927 0.104 0.015
C 1.445 -0.259 -0.054
C 0.075 -0.949 0.076
N -0.039 1.605 0.030
N -2.195 0.163 -0.039
H 1.951 1.929 0.014
H 1.917 -0.467 -1.017
H 2.160 -0.566 0.708
H -0.022 -1.459 1.041
H -0.071 -1.703 -0.699
H -2.785 -0.669 -0.036
H -2.661 1.070 -0.045
```

Its net charge is +1. Its energy above the lowest of the compared OMol25 structures with the same formula, charge and spin is 1.991 eV. The calculation puts the highest occupied orbital energy at -15.3 eV.

***

Below is 2 unconnected molecules or ions with the total composition C4H7N2, with properties calculated with the ωB97M-V functional and the def2-TZVPD basis.

XYZ file:
```
13
Properties=species:S:1:pos:R:3
C 2.041 0.097 -0.228
C -0.750 -0.959 0.302
C -1.118 0.335 0.242
C 3.214 -0.410 -0.168
N -1.048 1.549 0.214
N -2.060 -0.485 -0.343
H -0.660 -1.886 0.807
H 3.506 -1.350 0.275
H 4.110 0.179 -0.570
H -0.175 2.014 0.598
H -1.867 2.124 0.118
H -2.994 -0.549 0.086
H -2.200 -0.660 -1.333
```

Its net charge is +1. Its energy above the lowest of the compared OMol25 structures with the same formula, charge and spin is 8.142 eV. The calculation puts the highest occupied orbital energy at -13.6 eV.

***

Below is a molecular structure, C4H7N2, with properties calculated with the ωB97M-V functional and the def2-TZVPD basis.

XYZ file:
```
13
Properties=species:S:1:pos:R:3
C -0.604 -0.513 0.039
C 2.592 -0.384 -0.004
C 0.340 0.806 -0.039
C -2.054 -0.479 0.023
N 0.441 -1.304 -0.009
N 1.353 -0.273 0.107
H 3.030 -1.356 0.237
H 3.406 0.272 0.215
H 0.256 1.316 -0.989
H 0.089 1.478 0.822
H -2.655 -1.324 -0.203
H -2.309 0.465 -0.415
H -2.137 -0.528 1.157
```

Its net charge is +1. Its energy above the lowest of the compared OMol25 structures with the same formula, charge and spin is 4.752 eV. The calculation puts the highest occupied orbital energy at -15.6 eV.

***

Below is a gas-phase ion, C4H7N2 (charge +1), with properties calculated with the ωB97M-V functional and the def2-TZVPD basis.

XYZ file:
```
13
Properties=species:S:1:pos:R:3
C -0.055 0.190 0.104
C -1.187 -0.552 0.172
C -0.621 1.768 -0.057
C 1.885 -1.121 -0.158
N -2.260 -0.950 0.234
N 1.181 0.081 -0.075
H -1.143 2.249 0.827
H -1.442 1.763 -0.836
H 0.312 2.314 -0.325
H 2.194 -1.342 -1.296
H 1.354 -1.885 0.443
H 2.839 -1.003 0.424
H -3.057 -1.512 0.543
```

Its net charge is +1. Its energy above the lowest of the compared OMol25 structures with the same formula, charge and spin is 4.524 eV. The calculation puts the highest occupied orbital energy at -14.9 eV.

***

Below is a gas-phase ion, C4H7N2O (charge +1), with properties calculated with the ωB97M-V functional and the def2-TZVPD basis.

XYZ file:
```
14
Properties=species:S:1:pos:R:3
C 0.573 -1.791 -0.002
C 1.793 -1.196 0.008
C -0.517 -0.799 -0.062
C -0.320 1.803 0.006
N 0.080 0.460 -0.100
N 1.729 0.144 -0.016
O 2.470 1.060 -0.007
H 0.397 -2.849 0.024
H 2.761 -1.675 0.046
H -1.137 -0.991 -0.957
H -1.195 -0.942 0.793
H -1.288 1.885 0.499
H 0.433 2.352 0.587
H -0.385 2.276 -0.980
```

Its net charge is +1. Its energy above the lowest of the compared OMol25 structures with the same formula, charge and spin is 4.977 eV. The calculation puts the highest occupied orbital energy (spin up / spin down) at -14.5 / -14.5 eV.

***

Below is a gas-phase ion, C4H7N2O2 (charge +1), with properties calculated with the ωB97M-V functional and the def2-TZVPD basis.

XYZ file:
```
15
Properties=species:S:1:pos:R:3
C 1.529 0.239 -1.451
C -1.010 -0.725 -0.421
C 1.111 0.483 -0.020
C -0.438 0.558 0.295
N -0.396 -1.180 -1.436
N -0.621 0.420 1.725
O 1.649 1.016 -2.341
O 1.846 0.473 0.897
H 2.141 -0.606 -1.366
H -2.024 -1.182 -0.148
H -1.103 1.406 0.012
H -0.709 -2.074 -1.937
H -1.273 1.119 2.101
H 0.340 0.603 2.184
H -1.042 -0.550 1.907
```

Its net charge is +1. Its energy above the lowest of the compared OMol25 structures with the same formula, charge and spin is 2.713 eV. The calculation puts the highest occupied orbital energy at -13.7 eV.

***

Below is a molecular structure, C4H7N2O3S, with properties calculated with the ωB97M-V functional and the def2-TZVPD basis.

XYZ file:
```
17
Properties=species:S:1:pos:R:3
C 1.134 -1.122 -0.397
C -1.053 1.471 0.006
C 0.208 -0.926 0.787
C -1.135 -0.439 0.494
N 2.330 -1.478 -0.195
N -0.917 1.886 -1.152
O -2.053 -1.416 2.833
O -0.676 0.757 2.796
O -3.056 0.659 2.095
S -1.799 -0.067 2.230
H 0.593 -1.104 -1.347
H -0.819 1.987 0.970
H -0.012 -1.795 1.324
H 0.682 -0.262 1.546
H -1.693 -0.988 -0.310
H 2.829 -1.452 -0.996
H -0.624 2.812 -1.189
```

Its net charge is -1. Its energy above the lowest of the compared OMol25 structures with the same formula, charge and spin is 2.829 eV. The calculation puts the highest occupied orbital energy at -5.2 eV.

***

Below is C4H7N2OP in the gas phase, with properties calculated with the ωB97M-V functional and the def2-TZVPD basis.

XYZ file:
```
15
Properties=species:S:1:pos:R:3
C 0.506 1.443 -0.905
C 1.252 0.310 -1.312
C -1.588 0.883 0.227
C -2.201 0.463 1.481
N -0.547 1.283 -0.183
N 0.903 -0.875 -0.963
O -1.278 0.217 2.519
P 1.596 -2.307 -1.457
H 0.828 2.446 -1.130
H 2.141 0.528 -1.907
H -2.859 1.265 1.833
H -2.822 -0.424 1.279
H -0.639 -0.443 2.222
H 1.742 -2.821 -0.167
H 2.965 -1.967 -1.536
```

Its energy above the lowest of the compared OMol25 structures with the same formula, charge and spin is 3.722 eV. The calculation puts the highest occupied orbital energy (spin up / spin down) at -7.6 / -7.6 eV.

***

Below is a gas-phase ion, C4H7N2OS (charge +1), with properties calculated with the ωB97M-V functional and the def2-TZVPD basis.

XYZ file:
```
15
Properties=species:S:1:pos:R:3
C 1.748 -0.577 0.093
C -1.218 0.921 1.410
C 1.021 -1.897 -0.003
C -0.285 0.300 -0.063
N 1.030 0.471 0.218
N -0.773 1.303 -1.145
O -2.156 1.617 1.126
S -0.746 -1.417 -0.519
H 2.763 -0.512 0.261
H -0.717 0.528 2.232
H 1.283 -2.677 -0.674
H 0.836 -2.379 0.941
H -1.087 0.855 -1.948
H 0.005 1.842 -1.307
H -1.704 1.622 -0.621
```

Its net charge is +1. Its energy above the lowest of the compared OMol25 structures with the same formula, charge and spin is 2.231 eV. The calculation puts the highest occupied orbital energy at -13.4 eV.

***

Please write out number 7 again, unchanged.
Below is a gas-phase ion, C4H7N2 (charge +1), with properties calculated with the ωB97M-V functional and the def2-TZVPD basis.

XYZ file:
```
13
Properties=species:S:1:pos:R:3
C -0.055 0.190 0.104
C -1.187 -0.552 0.172
C -0.621 1.768 -0.057
C 1.885 -1.121 -0.158
N -2.260 -0.950 0.234
N 1.181 0.081 -0.075
H -1.143 2.249 0.827
H -1.442 1.763 -0.836
H 0.312 2.314 -0.325
H 2.194 -1.342 -1.296
H 1.354 -1.885 0.443
H 2.839 -1.003 0.424
H -3.057 -1.512 0.543
```

Its net charge is +1. Its energy above the lowest of the compared OMol25 structures with the same formula, charge and spin is 4.524 eV. The calculation puts the highest occupied orbital energy at -14.9 eV.